The following is a DFT calculation (ωB97M-V/def2-TZVPD) of a molecular structure, C7CuF6NO9S2.

Structure (XYZ):
```
26
Properties=species:S:1:pos:R:3
Cu 0.10956 0.79982 -0.38823
F 1.74206 -2.88399 -3.01956
C 2.30487 -2.99376 -1.81554
F 2.29765 -4.27703 -1.45545
F 3.56963 -2.57859 -1.89583
S 1.41551 -1.96935 -0.57463
O 1.50043 -0.62607 -1.13477
O 2.08534 -2.21740 0.66076
N 0.00201 -2.62161 -0.68705
S -1.39535 -1.93185 -0.57758
O -1.42388 -0.55924 -1.06186
O -2.10220 -2.22982 0.62505
C -2.28419 -2.85802 -1.89386
F -1.69328 -2.68830 -3.07741
F -2.31442 -4.16112 -1.61351
F -3.53756 -2.40998 -1.97360
O -0.13585 5.58757 3.51668
C -0.07654 4.63955 2.78006
C -0.02810 4.68782 1.25466
O -0.02250 5.69269 0.58362
C 0.03177 3.27544 0.79578
C -0.00024 2.37120 1.94733
O 0.02870 1.14629 1.82863
C -0.06734 3.17143 3.20619
O -0.10036 2.76946 4.34201
O 0.09428 2.86484 -0.37187
```

Calculated values
Expectation value of S²   0.77
Frontier orbital gap (alpha / beta)   7.8098 / 6.4745 eV
2S+1   2
Molar mass   483.743 Da
Total charge   -1
E_tot   -4034.8036 a.u.

Results of the natural (NBO) charge analysis, in e, for atoms 1 through 5: Cu 0.8971; F -0.3115; C 0.7198; F -0.3105; F -0.3122



The following is a DFT calculation (ωB97M-V/def2-TZVPD) of a molecular structure, C15H29N4ORbS4 in a non-equilibrium geometry.

Structure (XYZ):
```
54
Properties=species:S:1:pos:R:3
Rb 0.67417 0.51714 -0.01734
C -1.16097 -2.00986 -3.34988
C -2.33746 -1.05644 -3.52639
S -2.76443 -0.18703 -1.99962
C -3.20768 1.44010 -2.66456
C -2.07661 2.24405 -3.30165
S -0.75562 2.74279 -2.17323
C 1.48007 0.96548 -4.04080
C 0.87268 -0.34829 -4.35765
S 0.39916 -1.26137 -2.84540
H -1.38664 -2.74275 -2.57158
H -1.00910 -2.57548 -4.27345
H -2.10579 -0.31381 -4.28989
H -3.19814 -1.63136 -3.87971
H -4.04190 1.30929 -3.36310
H -3.58706 1.98721 -1.79843
H -1.66004 1.68078 -4.14631
H -2.54724 3.12850 -3.74479
H 1.18143 1.86140 -4.56159
H 2.33303 1.02816 -3.37886
H -0.02029 -0.23143 -4.97321
H 1.56962 -0.98416 -4.91723
N 0.30872 -2.04258 1.56791
C -0.62136 -2.15565 2.68298
C -0.85940 -0.79245 3.32700
N -1.26035 0.20688 2.35107
C -2.46907 0.96616 2.59042
C -2.75596 1.81263 1.35829
N -1.65212 2.73041 1.09443
H 0.52664 -2.94190 1.15930
H 1.20066 -1.63810 1.84700
H -0.29002 -2.85220 3.46838
H -1.57320 -2.52820 2.29222
H 0.05817 -0.48314 3.84334
H -1.63009 -0.89832 4.09789
H -0.50752 0.85796 2.18184
H -2.39807 1.62050 3.47852
H -3.29675 0.27237 2.76659
H -3.72766 2.31327 1.47016
H -2.83281 1.13528 0.50480
H -1.78687 3.61449 1.56678
H -1.54147 2.90633 0.09071
O 2.47806 0.90159 1.74579
N 3.31512 1.31678 0.82296
C 3.55775 2.65101 0.75479
C 4.37932 3.20363 -0.18721
C 4.98480 2.35060 -1.11569
C 4.74486 1.00581 -1.03723
C 3.90669 0.42388 -0.05415
S 3.61979 -1.24958 0.04918
H 3.02817 3.21300 1.50874
H 4.52417 4.27398 -0.20232
H 5.62796 2.74544 -1.89185
H 5.19094 0.31524 -1.73889
```

Calculated values
Expectation value of S²   0.75
Frontier orbital gap (alpha / beta)   5.8848 / 6.0042 eV
2S+1   2
Molar mass   495.160 Da
Total charge   -1
E_tot   -2500.0248 a.u.

Results of the natural (NBO) charge analysis, in e, for atoms 1 through 5: Rb 0.8693; C -0.5417; C -0.5515; S 0.1807; C -0.5284



The following is a DFT calculation (ωB97M-V/def2-TZVPD) of a molecular structure, C41H48Cl2O5OsSSe in a non-equilibrium geometry.

Structure (XYZ):
```
99
Properties=species:S:1:pos:R:3
Os -0.36073 -2.26145 1.06714
C -3.00654 5.06017 -1.08042
C -1.65179 4.43397 -1.44425
C -0.54612 5.23831 -0.75713
C -1.43848 4.51922 -2.96411
C -1.63318 2.96948 -1.01738
C -0.77054 2.47022 -0.05977
C -0.77802 1.11683 0.23371
Se 0.48823 0.48142 1.54035
C 1.97051 0.26533 0.33217
C 2.77741 1.34115 0.04675
C 3.81333 1.20260 -0.87110
C 4.02786 -0.07249 -1.37695
C 3.25709 -1.19630 -1.08235
C 2.12561 -1.00744 -0.25739
O 1.20954 -1.94009 -0.03770
C 3.70388 -2.53061 -1.70084
C 5.18848 -2.75820 -1.36407
C 2.94346 -3.75535 -1.19186
C 3.53986 -2.45586 -3.22688
C 4.62471 2.42198 -1.29382
C 5.29571 3.05992 -0.06942
C 5.71179 2.07241 -2.31237
C 3.66777 3.43774 -1.94073
C -1.64613 0.19166 -0.36419
O -1.62401 -1.08403 -0.02516
C -2.56870 0.70699 -1.32014
C -2.51878 2.05999 -1.60467
C -3.60608 -0.19731 -1.99238
C -4.46803 0.56706 -3.00063
C -4.53213 -0.76802 -0.90773
C -2.91960 -1.34275 -2.75629
H -3.02730 6.10973 -1.38271
H -3.17254 5.00641 -0.00282
H -3.83004 4.54593 -1.57733
H -0.56464 6.26629 -1.12188
H 0.43782 4.81747 -0.97469
H -0.69145 5.26204 0.32457
H -1.39462 5.56411 -3.27915
H -2.24917 4.03668 -3.50995
H -0.50319 4.03101 -3.24443
H -0.08400 3.10919 0.47989
H 2.57094 2.28772 0.53168
H 4.85536 -0.21002 -2.05793
H 5.33911 -2.77029 -0.28302
H 5.83317 -1.98962 -1.78971
H 5.51114 -3.72026 -1.76660
H 2.97932 -3.82082 -0.10549
H 3.40792 -4.65662 -1.59739
H 1.90045 -3.74611 -1.50246
H 4.15844 -1.66541 -3.65516
H 2.49991 -2.25919 -3.49376
H 3.83765 -3.40301 -3.68196
H 5.97187 2.34996 0.41013
H 4.56048 3.38339 0.66855
H 5.87440 3.93395 -0.37527
H 6.44639 1.38424 -1.88947
H 6.23575 2.98277 -2.60686
H 5.28354 1.62692 -3.21211
H 2.89337 3.75298 -1.23980
H 3.17923 2.99554 -2.81105
H 4.21723 4.32456 -2.26427
H -3.21434 2.44671 -2.33578
H -5.06764 1.34030 -2.51620
H -5.15168 -0.13662 -3.47740
H -3.86077 1.01978 -3.78752
H -4.93113 0.03242 -0.28168
H -3.98945 -1.46133 -0.27075
H -5.37074 -1.29954 -1.36330
H -2.26912 -0.93901 -3.53547
H -3.67512 -1.97383 -3.22922
H -2.32685 -1.96209 -2.09005
Cl 0.21934 -1.89595 4.08590
C 0.47686 -3.54855 4.51576
C 0.48344 -3.87859 5.85897
C 0.69734 -5.19155 6.23851
C 0.91312 -6.16190 5.27470
C 0.91430 -5.81930 3.93454
Cl 1.21611 -7.04900 2.76743
C 0.68831 -4.49944 3.51132
S 0.85291 -4.12764 1.80951
H 0.32505 -3.10164 6.59373
H 0.69668 -5.45768 7.28616
H 1.08803 -7.19259 5.54966
O -5.97408 -2.05824 2.67967
C -5.06709 -1.11247 2.93866
C -5.51948 0.15464 3.31251
C -4.62738 1.17210 3.57756
C -3.25530 0.94455 3.50469
C -2.80700 -0.30934 3.14368
C -3.68463 -1.34240 2.82808
C -3.21494 -2.68337 2.36115
O -4.01271 -3.60839 2.29181
O -1.95046 -2.87813 2.07072
H -5.47449 -2.88087 2.48139
H -6.58808 0.30928 3.38977
H -4.99767 2.15150 3.85317
H -2.54570 1.73127 3.72633
H -1.74860 -0.50924 3.11209
```

Calculated values
Expectation value of S²   6.02
Frontier orbital gap (alpha / beta)   8.4551 / 5.8227 eV
2S+1   5
Molar mass   992.993 Da
E_tot   -5778.0308 a.u.

Results of the Mulliken charge analysis, in e, for atoms 1 through 5: Os 1.2038; C -1.6815; C 1.9875; C -1.8535; C -1.6158



The following is a DFT calculation (ωB97M-V/def2-TZVPD) of a molecular structure, C49H60BClCoF6N2O11S2.

Structure (XYZ):
```
133
Properties=species:S:1:pos:R:3
Co -0.68075 -1.35898 0.24837
C -1.03470 3.21885 -5.26138
C -2.04794 2.07463 -5.11575
C -1.64193 0.91280 -6.03738
C -3.41637 2.58052 -5.58127
C -2.06745 1.59894 -3.66072
C -0.95675 0.99668 -3.14118
C -0.93273 0.51998 -1.80883
N 0.07634 -0.06837 -1.15276
C 1.39304 -0.18967 -1.52094
C 2.01039 0.48070 -2.57416
C 3.26925 0.11495 -3.02931
C 3.92485 -0.89670 -2.35702
C 3.41338 -1.54206 -1.21454
C 2.17514 -1.10683 -0.76633
O 1.56797 -1.57673 0.40653
C 4.29350 -2.70996 -0.70443
C 4.48770 -3.69068 -1.87841
C 5.65278 -2.15681 -0.25050
C 3.73702 -3.55087 0.44780
C 3.80866 0.74339 -4.31608
C 2.83745 0.39566 -5.45905
C 5.19186 0.20917 -4.69138
C 3.89771 2.26786 -4.16588
C -2.17352 0.53423 -1.03884
O -2.19534 -0.08898 0.08332
C -3.31308 1.21949 -1.56612
C -3.20762 1.75111 -2.83214
C -4.60307 1.35465 -0.74897
C -5.72140 2.01353 -1.56101
C -4.30587 2.22894 0.47722
C -5.12842 -0.01847 -0.28604
H -0.99171 3.56216 -6.30040
H -0.03309 2.89600 -4.96555
H -1.31986 4.06453 -4.63034
H -1.66336 1.23843 -7.08193
H -2.33256 0.07450 -5.91902
H -0.63719 0.54761 -5.81884
H -3.36112 2.84808 -6.63916
H -3.72813 3.47015 -5.02850
H -4.18211 1.80943 -5.46739
H -0.11783 0.79394 -3.78690
H 1.49689 1.31130 -3.02853
H 4.89176 -1.21467 -2.71743
H 5.00745 -3.23980 -2.72491
H 3.51775 -4.05120 -2.23078
H 5.07609 -4.54875 -1.54289
H 6.17781 -1.64135 -1.05649
H 6.28754 -2.97687 0.09951
H 5.51598 -1.45092 0.57292
H 2.70024 -3.84400 0.28802
H 3.83765 -3.03858 1.40449
H 4.32775 -4.46501 0.52797
H 2.67105 -0.68291 -5.50751
H 3.24178 0.73244 -6.41939
H 1.86552 0.87475 -5.31303
H 5.16762 -0.86798 -4.87426
H 5.93141 0.41855 -3.91257
H 5.52527 0.69568 -5.61205
H 2.92494 2.70297 -3.92612
H 4.25078 2.72038 -5.09717
H 4.59395 2.53299 -3.36558
H -4.06797 2.26399 -3.23620
H -5.47583 3.04364 -1.83589
H -6.62786 2.03960 -0.95211
H -5.94268 1.44701 -2.47051
H -3.98178 3.22657 0.16775
H -3.52169 1.78670 1.08680
H -5.20139 2.33097 1.10010
H -5.32043 -0.66709 -1.14706
H -6.06868 0.12231 0.25606
H -4.42343 -0.51479 0.37318
C 3.16347 -2.13606 8.22267
C 3.94408 -2.89987 7.14156
C 5.44141 -2.89520 7.49292
C 3.46728 -4.35679 7.12600
C 3.70781 -2.21310 5.79220
C 4.45060 -1.08484 5.43805
C 4.28325 -0.42455 4.22075
C 3.33792 -0.92771 3.36354
O 3.02399 -0.53217 2.08208
B 2.06054 -1.43869 1.67307
O 1.72558 -2.34388 2.67720
C 2.56708 -2.02284 3.71396
C 2.72912 -2.68257 4.90819
H 3.30522 -2.60282 9.20367
H 2.09558 -2.13058 7.99070
H 3.50090 -1.09818 8.28027
H 5.63085 -3.57353 8.32900
H 5.78651 -1.90242 7.79141
H 6.03899 -3.22754 6.64048
H 3.75501 -4.84267 8.06078
H 3.91937 -4.91035 6.29949
H 2.38142 -4.43225 7.04045
H 5.19207 -0.69476 6.12439
H 4.87017 0.44872 3.96212
H 2.09559 -3.53010 5.13574
F 0.07054 -1.47229 5.12776
C -0.92885 -2.00603 4.45214
F -2.01709 -2.04893 5.22193
F -0.59592 -3.26345 4.13974
S -1.37831 -1.09754 2.85595
O -0.20497 -0.37677 2.38108
O -1.74273 -2.22436 2.01224
N -2.59510 -0.19360 3.22577
S -2.20652 1.16328 4.00161
O -2.25881 2.34931 3.20888
O -1.09936 0.97510 4.89905
C -3.67225 1.27261 5.10906
F -3.72750 0.21802 5.92355
F -3.55271 2.37726 5.84596
F -4.80787 1.34181 4.41332
C -4.45073 -4.90544 1.02795
C -3.58169 -5.70042 0.09216
C -3.31050 -7.03984 0.31805
C -2.49803 -7.75621 -0.55006
Cl -2.19053 -9.44944 -0.23870
C -1.92845 -7.14369 -1.64446
C -2.19090 -5.79892 -1.88690
C -3.01991 -5.08092 -1.03316
O -3.37137 -3.78433 -1.22522
C -2.77436 -3.10189 -2.32089
C -1.24246 -2.92829 -2.27604
O -0.65976 -2.92334 -3.35426
O -0.70557 -2.76643 -1.12375
H -4.70676 -5.49506 1.90873
H -5.37132 -4.58853 0.53128
H -3.93285 -4.00234 1.34484
H -3.73599 -7.53058 1.18558
H -1.28027 -7.70003 -2.30850
H -1.72110 -5.32349 -2.73811
H -3.21718 -2.10523 -2.31387
H -3.02867 -3.59843 -3.25782
```

Calculated values
Expectation value of S²   6.04
Frontier orbital gap (alpha / beta)   6.9192 / 6.3954 eV
2S+1   5
Molar mass   1136.342 Da
Total charge   -1
E_tot   -6104.0326 a.u.

Results of the Mulliken charge analysis, in e, for atoms 1 through 5: Co 2.4485; C -1.4121; C 2.2465; C -1.5083; C -2.3772



Number 1 is which compound? C7CuF6NO9S2